# 1
The following is a DFT calculation (ωB97M-V/def2-TZVPD) of a molecular structure, C7H8IN4PtSbSe4 in a non-equilibrium geometry.

Geometry as ORCA input:
```
! wB97M-V def2-TZVPD RIJCOSX def2/J DEFGRID3
* xyz -2 1
Pt -1.1280 -0.8241 -1.3243
I 1.9817 -1.9771 -2.8866
Sb -2.7778 -0.2743 0.6974
Se -2.9478 0.1182 -2.6007
Se -4.4977 -1.8467 1.4200
Se -3.8475 1.5384 -0.8546
Se -1.9125 0.8471 2.7837
N 1.4275 1.5109 -0.8677
N 0.7203 1.9587 1.2274
N 0.3511 -1.3672 0.0449
N 1.5120 -0.8472 1.8124
C 1.2326 -2.1864 1.9141
C 0.9515 -0.3859 0.6719
C 1.0243 1.0189 0.2879
C 0.8920 3.1588 0.5963
C -0.0861 -1.2519 -3.0479
C 0.5188 -2.4989 0.7987
C 1.3620 2.8768 -0.6520
H 1.6364 3.5704 -1.4310
H -0.5410 -2.0762 -3.5978
H 0.0767 -3.4350 0.5091
H 0.0298 -0.4042 -3.7194
H -0.0956 1.7120 1.8777
H 0.6591 4.0927 1.0780
H 1.5296 -2.7787 2.7597
H 1.9284 -0.2490 2.5029
*
```

Properties
**LUMO**: 4.160 eV
**Frontier orbital gap**: 5.09 eV
**HOMO energy**: -0.932 eV

# 2
The following is a DFT calculation (ωB97M-V/def2-TZVPD) of 3 unconnected molecules or ions with the total composition C5H17NO2 in a non-equilibrium geometry.

Geometry as ORCA input:
```
! wB97M-V def2-TZVPD RIJCOSX def2/J DEFGRID3
* xyz 1 2
O 2.9216 -0.6009 -1.4456
O -2.3861 -1.0171 -1.9901
N 0.0283 0.4405 -0.7023
C -0.1315 0.5008 0.7449
C -1.3033 -0.5340 2.7993
C 0.3283 1.6224 -1.5224
C -1.1057 -0.5233 1.2839
C 1.2329 0.2812 1.4212
H -2.0528 -0.2589 0.7276
H -1.5533 0.4280 3.2326
H -0.7794 -1.4927 0.8548
H -2.3489 -1.0264 -1.0163
H 1.1457 0.3294 2.5171
H 1.9872 1.0041 1.1052
H 3.2551 0.0599 -1.9184
H -1.9011 -0.2012 -2.0704
H 1.5478 -0.7560 1.1461
H -2.2087 -1.0758 3.0255
H -0.0432 2.5618 -0.9716
H -0.4505 -0.8415 3.3455
H -0.3874 1.5896 1.0424
H 2.9601 -1.4801 -1.7385
H -0.1042 1.4005 -2.5274
H 1.4175 1.6673 -1.8698
H 0.9100 -0.1300 -0.8443
*
```

Properties
**LUMO (spin up / spin down)**: -2.957 / -8.020 eV
**⟨S²⟩**: 0.754
**Frontier orbital gap (spin up / spin down)**: 12.15 / 7.03 eV
**HOMO energy (spin up / spin down)**: -15.105 / -15.047 eV

Calculated energy relative to the best compared isomer or geometry (same formula, charge and spin), 0.00 34.89 kcal/mol (same order as the records).
Calculated E_tot, -10753.73029 -405.56931 a.u. (same order as the records).